No. 1
97
Properties=species:S:1:pos:R:3 method="wB97M-V/def2-TZVPD" total_energy_ev=-70960.057 gap_ev="5.7 / 5.9" molar_mass_g_mol=901.6 multiplicity=1
W 0.0670 -0.1252 0.1140
C 2.4026 1.9538 -1.7288
C 2.1096 0.5983 -2.2579
C 2.4429 0.0566 -3.4941
C 1.9081 -1.2217 -3.5042
C 1.9738 -2.2338 -4.5835
N 1.2978 -1.4197 -2.3253
N 1.4139 -0.3060 -1.5495
B 0.5009 -2.6373 -1.8456
N -0.9484 -2.2097 -1.5978
N -1.1472 -0.8481 -1.3422
C -3.4399 -0.9876 -2.1609
C -4.7303 -0.2471 -2.1566
C -3.3265 -2.3172 -1.8502
C -2.0775 -2.9480 -1.7402
C -1.9289 -4.4337 -1.6876
N 1.0319 -3.0033 -0.4357
N 0.7266 -2.1652 0.5937
C 1.1302 -2.7801 1.7246
C 0.9668 -2.2206 3.0946
C 1.7032 -4.0086 1.4014
C 1.6218 -4.1187 0.0226
C 2.1139 -5.2194 -0.8441
H 3.4607 2.1887 -1.8274
H 2.1135 1.9990 -0.6770
H 1.8453 2.7106 -2.2783
H 2.9807 0.5360 -4.2840
H 2.5799 -1.8606 -5.4041
H 0.9721 -2.4474 -4.9486
H 2.4077 -3.1593 -4.2115
H 0.5978 -3.5499 -2.5782
H -4.7683 0.4014 -1.2792
H -5.5691 -0.9349 -2.1030
H -4.8357 0.3833 -3.0374
H -4.2120 -2.9207 -1.6989
H -2.9013 -4.9085 -1.5933
H -1.2939 -4.7266 -0.8496
H -1.4535 -4.7879 -2.6033
H 1.4388 -1.2449 3.1748
H 1.4357 -2.8931 3.8072
H -0.0837 -2.1185 3.3648
H 2.1190 -4.7201 2.0848
H 2.5681 -5.9892 -0.2262
H 2.8569 -4.8503 -1.5485
H 1.3032 -5.6599 -1.4202
C 4.3732 1.9638 1.0744
Si 3.3412 0.3892 1.4854
C 3.9832 -0.2484 3.1855
C 3.8492 -0.9496 0.2244
N 1.5961 0.5298 1.4913
C 1.0584 1.1699 2.6090
C 1.7486 2.0809 3.4164
C 1.1933 2.6111 4.5649
C -0.0616 2.2178 4.9906
C -0.7888 1.3300 4.2152
C -0.2581 0.8622 3.0284
O -0.9189 -0.0635 2.2031
C -2.2883 -0.2820 2.3046
C -2.6982 -1.6091 2.1888
C -4.0438 -1.9202 2.1884
C -4.9867 -0.9127 2.3095
C -4.5755 0.4058 2.4085
C -3.2285 0.7344 2.4057
H 4.7147 1.9750 0.0446
H 5.2600 1.9664 1.7005
H 3.8552 2.9020 1.2462
H 5.0271 0.0196 3.3139
H 3.9181 -1.3298 3.2633
H 3.4476 0.1707 4.0310
H 4.7403 -1.4488 0.5833
H 4.0820 -0.5248 -0.7430
H 3.0916 -1.7099 0.0845
H 2.7394 2.3794 3.1233
H 1.7595 3.3288 5.1373
H -0.4745 2.6092 5.9039
H -1.7665 1.0049 4.5355
H -1.9546 -2.3838 2.0533
H -4.3586 -2.9472 2.0754
H -6.0384 -1.1580 2.3234
H -5.3094 1.1950 2.4760
H -2.9164 1.7677 2.4628
N -0.6890 1.5529 -2.4532
C -2.1024 1.2272 -2.2796
C -2.1702 -0.2899 -2.5831
O -1.6542 -0.6475 -3.6885
O -1.7492 -0.6716 -0.1445
H -0.5636 2.5480 -2.6120
H -0.4241 1.0645 -3.3147
H -2.7488 1.7520 -2.9966
H -2.4301 1.4535 -1.2581
N -0.3721 1.7996 0.1774
C -0.2659 2.8935 0.6287
C -0.0650 4.1647 1.0472
C -0.5026 4.5699 2.3126
N -0.8807 4.8485 3.3633
C 0.6737 5.0079 0.2090
N 1.2978 5.6542 -0.5092

No. 2
84
Properties=species:S:1:pos:R:3 method="wB97M-V/def2-TZVPD" total_energy_ev=-67343.025 gap_ev=5.2 relative_energy_ev=0.000 molar_mass_g_mol=572.9 multiplicity=1
C 3.0797 -2.2065 -0.4769
C 2.4296 -3.0776 -1.3965
C 2.2437 -2.3676 -2.6138
H 2.1843 -4.1301 -1.2275
C 2.7631 -1.0503 -2.4432
C 3.2745 -0.9489 -1.1151
H 3.7923 -0.0862 -0.6904
H 3.4550 -2.4861 0.5081
H 1.8332 -2.7798 -3.5393
H 2.8284 -0.2856 -3.2182
Ca 0.5581 -1.1243 -0.8329
C -4.2468 -0.0503 -1.8443
H -3.5533 0.2644 -1.0566
H -4.0032 0.3716 -2.8234
H -5.2237 0.3903 -1.5802
Si -1.4357 -2.0708 -2.5405
C -2.5403 -3.5633 -2.4487
C -1.8772 -4.7461 -2.0454
H -0.8815 -4.6878 -1.5986
C -2.4785 -5.9897 -2.2659
H -1.9274 -6.9054 -2.0411
C -3.7888 -6.0676 -2.7595
H -4.2690 -7.0403 -2.8929
C -4.4879 -4.8930 -3.0509
H -5.5245 -4.9440 -3.3961
C -3.8707 -3.6427 -2.9067
H -4.4160 -2.7318 -3.1723
C -0.8934 -2.0978 -4.3267
C -1.3099 -3.1151 -5.2125
H -2.0109 -3.8792 -4.8736
C -0.8448 -3.1599 -6.5317
H -1.1816 -3.9577 -7.1962
C 0.0338 -2.1813 -7.0027
H 0.3563 -2.1817 -8.0467
C 0.4517 -1.1613 -6.1402
H 1.1475 -0.3990 -6.4924
C -0.0184 -1.1071 -4.8263
H 0.2914 -0.2874 -4.1725
H -4.4210 -1.1325 -1.8632
H -2.5321 -0.8254 -2.2972
C 2.5589 -0.7907 6.5369
C 1.9101 0.3320 5.7264
C 0.5381 0.6711 6.3262
C 2.8063 1.5780 5.8033
C 1.7093 -0.0800 4.2591
C 1.9586 -1.3611 3.7532
C 1.6323 -1.6377 2.4196
N 1.1475 -0.7195 1.5572
C 0.9819 0.5582 2.0214
C 1.1900 0.8724 3.3764
C 0.5664 1.5940 1.0502
C 0.4856 2.9482 1.4129
C 0.0031 3.8996 0.5105
C -0.3343 3.4679 -0.7777
C -0.1784 2.1152 -1.1060
N 0.2607 1.1896 -0.2196
C -0.1602 5.3487 0.9969
C -0.5946 6.2871 -0.1286
C -1.2093 5.3956 2.1195
C 1.1678 5.8649 1.5767
H 2.6416 -0.4916 7.5883
H 3.5707 -1.0039 6.1692
H 1.9599 -1.7070 6.4937
H 0.6338 0.9145 7.3911
H 0.0813 1.5294 5.8204
H -0.1439 -0.1834 6.2294
H 3.7914 1.3712 5.3673
H 2.3688 2.4290 5.2727
H 2.9549 1.8755 6.8491
H 2.3928 -2.1555 4.3624
H 1.7730 -2.6500 2.0278
H 0.9185 1.8663 3.7293
H 0.8041 3.2396 2.4136
H -0.7185 4.1535 -1.5363
H -0.4220 1.7495 -2.1090
H -1.5654 5.9926 -0.5391
H -0.6877 7.3068 0.2640
H 0.1487 6.3040 -0.9313
H -0.9183 4.7677 2.9715
H -1.3211 6.4274 2.4832
H -2.1862 5.0503 1.7559
H 1.5003 5.2671 2.4333
H 1.9540 5.8469 0.8117
H 1.0434 6.9015 1.9182

No. 3
98
Properties=species:S:1:pos:R:3 method="wB97M-V/def2-TZVPD" total_charge=-2 total_energy_ev=-159326.102 gap_ev=5.6 relative_energy_ev=0.585 molar_mass_g_mol=1120.0 multiplicity=1
Sn -0.6626 0.0350 0.0216
C -2.0527 3.5533 2.7764
C -2.2127 2.2586 3.5122
N -2.9938 2.2470 4.5662
C -3.1210 1.1030 5.2670
C -2.4574 -0.0532 4.9457
C -2.6737 -1.2480 5.8325
O -1.5298 -1.5623 6.6420
C -1.5922 -0.0704 3.8221
C -0.8919 -1.3048 3.5096
N -0.1184 -1.4632 2.5084
C 0.4503 -2.7104 2.2571
C -0.2439 -3.9119 2.4170
C 0.3342 -5.1192 2.0588
C 1.6128 -5.1519 1.5226
C 2.3157 -3.9679 1.3448
C 1.7409 -2.7632 1.7103
I 2.7612 -0.9774 1.3923
C -1.4578 1.1085 3.0445
O -0.7031 1.2497 2.0190
H -2.9339 4.1738 2.9362
H -1.1719 4.0948 3.1361
H -1.9020 3.3723 1.7169
H -3.7927 1.1306 6.1208
H -3.5333 -1.0488 6.4794
H -2.8990 -2.1481 5.2581
H -1.0311 -0.7445 6.7379
H -1.0148 -2.1166 4.2338
H -1.2648 -3.8827 2.7780
H -0.2312 -6.0364 2.1722
H 2.0535 -6.0904 1.2104
H 3.2994 -3.9760 0.8940
Cl -1.2023 -4.7779 -6.5743
C -0.7080 -3.8969 -5.1638
C -1.5232 -2.9052 -4.6156
Cl -3.0446 -2.5517 -5.3685
C -1.1389 -2.2071 -3.4874
Cl -2.1606 -0.9885 -2.8053
C 0.1138 -2.4295 -2.8208
O 0.4827 -1.7860 -1.8118
C 0.9100 -3.4694 -3.4183
Cl 2.4118 -3.8204 -2.6343
C 0.5107 -4.1684 -4.5397
Cl 1.5321 -5.4131 -5.1904
O -2.4749 1.3561 -0.3934
C -3.4689 0.9535 0.3205
O -3.5174 -0.1042 0.9537
C -4.6647 1.8854 0.3502
C -4.7859 2.9327 -0.5557
C -5.8726 3.7935 -0.4848
C -6.8355 3.6186 0.5007
C -6.7140 2.5750 1.4100
C -5.6355 1.7065 1.3291
H -4.0165 3.0653 -1.3050
H -5.9629 4.6082 -1.1943
H -7.6770 4.2998 0.5644
H -7.4557 2.4446 2.1896
H -5.5090 0.8919 2.0306
C 1.7724 5.4936 -1.2214
Si 0.5899 4.2109 -0.4717
C -1.1396 4.9408 -0.6928
C 1.0468 4.1392 1.3583
Si 0.6704 2.0843 -1.4202
Si -0.2091 2.3850 -3.5677
C 0.3253 0.9673 -4.6978
C -2.0940 2.5224 -3.5482
C 0.3625 3.9699 -4.4459
Si 2.9499 1.7481 -1.8403
C 3.9764 2.1549 -0.2907
C 3.7022 2.8607 -3.1836
C 3.3100 -0.0082 -2.4101
H 1.6308 6.4518 -0.7068
H 1.5944 5.6494 -2.2898
H 2.8178 5.1969 -1.0936
H -1.3159 5.7785 -0.0100
H -1.9066 4.1836 -0.5272
H -1.2550 5.3075 -1.7189
H 0.7801 5.0710 1.8703
H 2.1264 3.9912 1.4660
H 0.5365 3.3088 1.8530
H 0.3418 0.0118 -4.1684
H 1.3357 1.1496 -5.0790
H -0.3480 0.8706 -5.5559
H -2.5339 1.8704 -2.7932
H -2.5111 2.2621 -4.5268
H -2.3874 3.5517 -3.3152
H 1.4510 4.0477 -4.5117
H -0.0110 4.8635 -3.9354
H -0.0443 3.9727 -5.4644
H 4.2446 3.2168 -0.2866
H 4.9047 1.5742 -0.2737
H 3.4271 1.9670 0.6348
H 3.5497 3.9242 -2.9794
H 3.2760 2.6403 -4.1668
H 4.7810 2.6717 -3.2379
H 2.7912 -0.7530 -1.8040
H 4.3864 -0.2147 -2.3832
H 2.9657 -0.1478 -3.4401

No. 4
90
Properties=species:S:1:pos:R:3 method="wB97M-V/def2-TZVPD" total_charge=+1 total_energy_ev=-60863.778 gap_ev=5.5 relative_energy_ev=0.301 molar_mass_g_mol=648.8 multiplicity=1
C -4.3195 0.0152 0.1949
C -3.3589 -0.9806 -0.3674
C -2.7472 -1.9375 0.4446
C -1.8385 -2.8614 -0.0722
C -1.2598 -3.8543 0.8973
C -1.5015 -2.8056 -1.4359
C -0.4706 -3.7447 -2.0358
C -1.1166 -5.1013 -2.3890
C 0.8319 -3.8905 -1.2080
C 1.3845 -2.6023 -0.6781
C 2.7776 -2.3616 -0.8746
C 3.2396 -1.1104 -1.4119
C 2.2890 -0.1495 -2.0668
C 4.5912 -0.7975 -1.3336
C 5.5257 -1.6929 -0.8023
C 6.9580 -1.2849 -0.6622
C 5.0971 -2.9697 -0.4255
C 3.7556 -3.3341 -0.4491
C 3.3749 -4.6890 0.0662
C -2.1672 -1.8922 -2.2783
C -1.9396 -1.8756 -3.7679
C -3.0454 -0.9647 -1.7269
H -5.2092 0.0951 -0.4430
H -4.6299 -0.2760 1.2038
H -3.8603 1.0116 0.2456
H -2.9958 -1.9809 1.5084
H -1.1799 -4.8699 0.4874
H -0.2731 -3.5295 1.2623
H -1.9062 -3.9208 1.7841
H -0.1497 -3.3164 -2.9965
H -1.9836 -4.9427 -3.0467
H -0.4075 -5.7512 -2.9196
H -1.4714 -5.6300 -1.4935
H 0.6937 -4.6092 -0.3859
H 1.5621 -4.3528 -1.8964
H 0.6392 -1.8070 -0.7225
H 2.8106 0.7994 -2.2517
H 1.9306 -0.5292 -3.0371
H 1.4005 0.0913 -1.4622
H 4.9248 0.1769 -1.7001
H 7.5453 -2.0992 -0.2293
H 7.3947 -1.0189 -1.6325
H 7.0580 -0.4060 -0.0122
H 5.8350 -3.6977 -0.0750
H 4.2592 -5.1790 0.4969
H 2.6130 -4.6405 0.8594
H 3.0059 -5.3509 -0.7308
H -2.6313 -1.1632 -4.2329
H -0.9216 -1.5529 -4.0322
H -2.1167 -2.8570 -4.2304
H -3.5077 -0.2173 -2.3765
O -1.7598 2.2199 0.1818
C -1.5473 2.4981 1.3740
N -0.9864 1.6028 2.2387
C -0.5627 0.2690 1.8006
C 0.9368 0.1106 1.9415
C 1.4435 0.0871 3.3895
C 2.7602 -0.6878 3.3069
C 2.7149 -1.4405 1.9656
N 1.4491 -1.1019 1.2690
N -1.8483 3.7274 1.9674
C -2.3269 4.8624 1.3121
C -2.5003 6.0571 2.0408
C -2.9200 7.2114 1.3889
C -3.0575 8.5083 2.1465
F -4.1732 9.2025 1.7612
F -3.1430 8.3199 3.4951
F -1.9808 9.3310 1.9202
C -3.1905 7.2175 0.0225
C -3.0457 6.0279 -0.6864
C -3.3409 6.0322 -2.1653
F -3.3073 4.7816 -2.7127
F -4.5804 6.5550 -2.4280
F -2.4307 6.7976 -2.8511
C -2.6191 4.8617 -0.0618
H -0.8376 1.8687 3.2075
H -1.0871 -0.4913 2.4052
H -0.8591 0.1451 0.7567
H 1.3925 0.9980 1.4450
H 1.5786 1.1094 3.7662
H 0.7266 -0.4361 4.0371
H 3.6097 0.0088 3.2989
H 2.8938 -1.3820 4.1423
H 3.5817 -1.1476 1.3469
H 2.7854 -2.5267 2.1033
H 1.6938 -0.7438 0.3521
H -1.6476 3.8015 2.9605
H -2.2953 6.0785 3.1092
H -3.5135 8.1251 -0.4747
H -2.4949 3.9506 -0.6315

No. 5
96
Properties=species:S:1:pos:R:3 method="wB97M-V/def2-TZVPD" total_charge=-1 total_energy_ev=-96670.899 gap_ev=7.3 relative_energy_ev=0.089 molar_mass_g_mol=775.3 multiplicity=1
Mg 1.0159 -0.4283 -0.5194
C -1.1032 -2.1281 6.6440
C -0.4500 -2.4655 5.3321
C -0.5814 -3.7269 4.7656
C 0.0036 -4.0286 3.5404
C 0.7340 -3.0583 2.8804
C 0.8763 -1.7900 3.4310
C 0.2886 -1.4998 4.6472
S 1.5090 -3.4191 1.3196
O 1.2664 -4.8217 1.0628
O 2.8841 -2.9988 1.4568
N 0.8237 -2.4469 0.2724
C -0.3800 -2.6945 -0.3419
C -1.0699 -3.9169 -0.4527
C -2.2390 -3.9498 -1.1758
C -2.7239 -2.7987 -1.7934
C -1.9864 -1.6431 -1.6438
N -0.8616 -1.5830 -0.9363
H -1.6354 -2.9882 7.0533
H -1.8165 -1.3112 6.5149
H -0.3644 -1.8043 7.3797
H -1.1456 -4.4909 5.2910
H -0.0941 -5.0101 3.0969
H 1.4292 -1.0294 2.8928
H 0.3818 -0.5013 5.0597
H -0.6667 -4.8000 0.0147
H -2.7806 -4.8845 -1.2661
H -3.6382 -2.8005 -2.3702
H -2.3001 -0.7131 -2.1074
C 3.7518 0.1164 1.1007
N 3.2478 0.1967 -0.2676
C 3.4503 1.5450 -0.7859
C 3.9238 -0.7744 -1.1402
C 3.2280 -0.8952 -2.4825
C 3.9804 -1.0915 -3.6369
C 3.3451 -1.3086 -4.8540
C 1.9577 -1.3431 -4.8947
C 1.2274 -1.1220 -3.7280
C 1.8230 -0.8607 -2.4897
H 4.8213 0.3773 1.1460
H 3.6182 -0.8933 1.4831
H 3.1959 0.8199 1.7226
H 4.5251 1.7796 -0.8491
H 2.9720 2.2642 -0.1245
H 3.0042 1.6300 -1.7738
H 3.8936 -1.7396 -0.6266
H 4.9838 -0.4957 -1.2659
H 5.0665 -1.0863 -3.5891
H 3.9272 -1.4645 -5.7553
H 1.4490 -1.5425 -5.8339
H 0.1397 -1.1625 -3.7970
O -1.0181 2.3785 4.4747
C -0.2347 3.1014 3.6549
C 0.1774 4.3652 4.0806
C 0.9555 5.1611 3.2600
C 1.3366 4.7162 1.9987
C 0.9532 3.4513 1.5862
C 0.1862 2.6243 2.4018
C -0.1649 1.2603 1.8957
O 0.5635 0.7577 0.9994
N -1.2300 0.7297 2.4690
N -1.5785 -0.5155 1.9792
C -2.5545 -1.0369 2.5880
S -3.3708 -0.2866 3.9804
C -4.6001 -1.6050 4.1755
C -3.9867 -2.9079 3.6938
S -3.2164 -2.5940 2.0898
H -1.3052 1.5880 3.9361
H -0.1404 4.7029 5.0588
H 1.2593 6.1429 3.6041
H 1.9270 5.3478 1.3474
H 1.2148 3.0733 0.6066
H -5.4913 -1.3624 3.5961
H -4.8663 -1.6588 5.2321
H -4.7430 -3.6817 3.5613
H -3.2265 -3.2604 4.3922
C 1.3792 2.3220 -4.0366
N -0.0259 2.0515 -3.7791
C -0.7596 1.4412 -4.8703
C -0.4146 1.9452 -2.4715
O 0.3988 1.9100 -1.5530
N -1.7790 1.8835 -2.2239
C -2.1398 1.7056 -0.8206
C -2.6810 2.7794 -2.9313
H 1.4629 2.8239 -5.0028
H 1.9727 1.4042 -4.0528
H 1.7643 2.9788 -3.2610
H -0.0999 0.7489 -5.3972
H -1.1283 2.1852 -5.5847
H -1.6031 0.8730 -4.4841
H -1.6017 0.8699 -0.3840
H -3.2087 1.4937 -0.7677
H -1.9217 2.6026 -0.2313
H -2.2258 3.1576 -3.8408
H -2.9319 3.6372 -2.2969
H -3.6095 2.2650 -3.1914